1.
Formula: C4H13N3
Source: the Open Molecules 2025 dataset
Level of theory: wB97M-V/def2-TZVPD

Each line ends with the Löwdin spin population.
Element x y z (Å)
1 C -2.0954 1.2197 0.6188  0.035
2 C -1.2168 0.2610 -0.1739  0.086
3 C -0.1353 1.1685 -0.6552  0.656
4 N 3.6466 -1.4365 -0.3739  0.008
5 C 2.3089 -1.3010 -0.1253  0.016
6 N 1.5296 -0.4200 -0.6616  0.098
7 N -3.3741 0.4478 1.0745  0.015
8 H -1.6497 1.5718 1.5402  0.001
9 H -2.4860 1.9795 -0.0468  0.011
10 H -0.9437 -0.6498 0.3739  0.018
11 H -1.7459 -0.1926 -1.0250  0.000
12 H 0.2914 1.7462 0.1498  0.026
13 H 0.1231 1.3847 -1.6742  0.028
14 H 4.0953 -2.2511 0.0217  0.001
15 H 4.2461 -0.6324 -0.2564  0.000
16 H 1.8833 -2.1654 0.4012  0.001
17 H 2.0237 -0.3014 -1.5562  -0.002
18 H -3.8373 0.0033 0.2792  0.000
19 H -4.1342 0.9407 1.5538  0.001
20 H -3.0755 -0.2547 1.7497  0.001

HOMO-LUMO gap (alpha / beta), eV: 6.7 / 8.6
Energy relative to the best compared isomer or geometry (same formula, charge and spin), kcal/mol: 37.5
⟨S²⟩: 0.754
Calculated total energy, Ha: -324.10611
2S+1: 2
LUMO level (alpha / beta), eV: -3.459 / -3.470
Net charge: +1

2.
Formula: C4H8N2
Source: the Open Molecules 2025 dataset
Level of theory: wB97M-V/def2-TZVPD

Each line ends with the natural charge from an NBO analysis.
Element x y z (Å)
1 C -2.9646 0.2494 -0.7009  -0.678
2 C -1.6420 0.3238 0.1288  0.096
3 N -0.4684 0.3434 -0.4564  -0.299
4 N 0.5722 0.2774 0.4339  -0.309
5 C 1.6091 -0.4108 -0.0203  0.113
6 C 2.8913 -0.6325 0.6565  -0.684
7 H -3.5243 -0.8150 -0.4778  0.229
8 H -3.7401 1.0798 -0.5949  0.234
9 H -2.6135 0.2843 -1.7738  0.237
10 H -1.5536 0.4874 1.2187  0.181
11 H 1.5310 -0.7165 -1.1481  0.170
12 H 3.4085 -1.6027 0.4765  0.235
13 H 3.5355 0.2652 0.3543  0.242
14 H 2.8671 -0.5075 1.7175  0.234

HOMO-LUMO gap, eV: 10.0
Energy relative to the best compared isomer or geometry (same formula, charge and spin), kcal/mol: 55.9
Calculated total energy, Ha: -266.63292
LUMO level, eV: 0.896
SMILES: C/C=N/N=C/C

3.
Formula: C6H8CeOP
Source: the Open Molecules 2025 dataset
Level of theory: wB97M-V/def2-TZVPD

Each line ends with the Mulliken charge.
Element x y z (Å)
1 C 0.3785 0.7131 -2.0599  -0.359
2 C 0.0961 -0.1028 -3.1574  -0.350
3 C -0.2466 -1.4981 -3.1960  -0.196
4 C -0.3448 -2.4222 -2.0825  -0.312
5 C -0.1664 -2.2091 -0.7196  -0.578
6 Ce -0.1013 -0.1173 -0.1313  0.739
7 P 0.1547 2.5545 0.8228  -0.346
8 H 0.6748 1.7768 -2.0801  0.322
9 H 0.1599 0.3820 -4.1504  0.287
10 H -0.4051 -1.9453 -4.1989  0.315
11 H -0.2040 -2.8767 0.1699  0.415
12 H -0.5780 -3.4714 -2.3454  0.285
13 H -1.0294 3.0077 1.5781  0.198
14 H 0.2951 3.4964 -0.3162  0.211
15 H 1.3044 2.8155 1.7032  0.199
16 O 0.0027 0.0068 3.5023  -0.124
17 C 0.0093 -0.1097 2.3542  0.293

HOMO-LUMO gap (alpha / beta), eV: 5.2 / 5.2
Energy relative to the best compared isomer or geometry (same formula, charge and spin), kcal/mol: 36.4
Calculated total energy, Ha: -1124.59654
LUMO level (alpha / beta), eV: -5.273 / -5.275
Net charge: +1

4.
Formula: ClF2NS
Source: the Open Molecules 2025 dataset
Level of theory: wB97M-V/def2-TZVPD

Each line ends with the Löwdin spin population.
Element x y z (Å)
1 N -1.6830 0.2199 1.6174  1.467
2 F 2.2617 1.3112 -0.7012  0.000
3 F 0.4617 -0.2132 -1.2466  0.000
4 S 0.6813 1.3933 -1.3055  0.002
5 Cl -1.6876 -1.2557 1.2291  0.530

HOMO-LUMO gap (alpha / beta), eV: 9.3 / 9.4
Energy relative to the best compared isomer or geometry (same formula, charge and spin), kcal/mol: 3.5
⟨S²⟩: 2.010
Calculated total energy, Ha: -1112.68954
2S+1: 3
LUMO level (alpha / beta), eV: -0.539 / -0.573